Entry one
Formula: C3H3BrO2
Source: OMol25
Level of theory: ωB97M-V/def2-TZVPD

Properties
* highest occupied orbital energy: -9.65 eV
* SMILES string: C=C(Br)OC=O

Last column: natural (NBO) charge in e.
Atoms and positions in Å:
C 0.149 -1.406 0.002  -0.466
C -0.848 1.397 0.033  0.641
C 0.743 -0.231 -0.085  0.229
O -1.745 0.643 -0.190  -0.556
O 0.434 1.071 0.023  -0.494
Br 2.653 -0.210 -0.050  0.030
H 0.609 -2.363 -0.158  0.235
H -0.879 -1.431 0.224  0.238
H -1.117 2.530 0.200  0.144

=====

Entry two
Formula: C3H3BrO2
Source: OMol25
Level of theory: ωB97M-V/def2-TZVPD

Properties
* highest occupied orbital energy: -8.87 eV
* SMILES string: O=C=CBr.C=O

Last column: natural (NBO) charge in e.
Atoms and positions in Å:
C -0.003 -1.574 0.297  0.722
C 1.112 1.751 -0.271  0.229
C -1.354 -1.487 0.252  -0.698
O 1.148 -1.456 0.180  -0.416
O 1.081 1.173 -1.313  -0.510
Br -2.411 -0.133 -0.332  0.143
H 2.056 2.334 -0.188  0.146
H 0.184 1.524 0.422  0.133
H -1.813 -2.131 0.954  0.252

=====

Order from most stable to least stable according to the calculation: entry one, entry two

=====

Entry one
Formula: C6H6N4O2
Source: OMol25
Level of theory: ωB97M-V/def2-TZVPD

Properties
* highest occupied orbital energy: -8.60 eV

Last column: natural (NBO) charge in e.
Atoms and positions in Å:
C 2.096 -0.564 1.621  -0.402
C 1.588 -1.706 -0.531  0.194
C 0.129 -0.246 -1.368  -0.048
C 0.447 0.258 -0.103  0.287
C -1.608 1.245 0.316  0.707
C -1.331 0.035 -1.853  0.613
H 2.916 -1.174 1.777  0.220
H 2.794 0.557 1.512  0.192
H 1.334 -0.492 2.577  0.237
H 2.215 -2.845 -0.148  0.226
H -3.798 1.480 1.307  0.502
H -2.578 2.098 -1.673  0.461
N 1.472 -0.614 0.326  -0.409
N 0.654 -1.694 -1.552  -0.408
N -0.352 1.086 0.769  -0.493
N -2.072 0.916 -1.103  -0.685
O -2.395 1.935 1.176  -0.640
O -1.510 -0.276 -3.050  -0.554

=====

Entry two
Formula: C6H6N4O2
Source: OMol25
Level of theory: ωB97M-V/def2-TZVPD

Properties
* highest occupied orbital energy: -9.24 eV

Last column: natural (NBO) charge in e.
Atoms and positions in Å:
C -2.721 1.237 -1.346  -0.067
C -2.531 0.874 -0.020  -0.132
C -0.836 0.386 -1.275  0.420
C 1.166 -0.022 -0.595  0.045
C 0.791 -0.406 0.637  0.162
C 1.708 -0.855 1.654  -0.667
N -1.672 0.907 -2.095  -0.484
N -1.233 0.465 0.020  -0.232
N -0.402 0.033 1.058  -0.353
N 2.191 -0.464 -1.457  0.464
O 2.039 -0.474 -2.660  -0.333
O 3.247 -0.832 -0.901  -0.426
H -3.643 1.379 -1.754  0.203
H -3.165 1.073 0.944  0.228
H 2.756 -0.556 1.425  0.283
H 1.748 -1.960 1.792  0.250
H 1.374 -0.460 2.663  0.224
H -0.817 -0.323 1.909  0.416

=====

Order from most stable to least stable according to the calculation: entry two, entry one

=====

Entry one
Formula: CH2O4
Source: OMol25
Level of theory: ωB97M-V/def2-TZVPD

Properties
* highest occupied orbital energy: -11.68 eV
* SMILES string: O=C1OO1.O

Last column: natural (NBO) charge in e.
Atoms and positions in Å:
C 1.105 0.328 -0.409  0.980
O 0.942 -0.338 0.756  -0.264
O 1.210 -0.954 -0.549  -0.232
O 1.176 1.394 -0.828  -0.489
O -1.589 0.110 0.028  -0.933
H -1.386 0.330 0.943  0.469
H -1.459 -0.870 0.059  0.468

=====

Entry two
Formula: CH2O4
Source: OMol25
Level of theory: ωB97M-V/def2-TZVPD

Properties
* highest occupied orbital energy (spin up / spin down): -11.85 / -11.84 eV

Last column: natural (NBO) charge in e.
Atoms and positions in Å:
C -0.018 -0.047 -0.025  0.859
O 1.313 -0.038 0.336  -0.279
O 0.549 -0.317 -1.353  -0.230
O -0.679 1.146 0.126  -0.683
O -0.833 -0.956 0.452  -0.646
H -0.155 1.859 -0.168  0.489
H -0.177 -1.647 0.630  0.491

=====

Order from most stable to least stable according to the calculation: entry one, entry two

=====

Entry one
Formula: C3H3N2O3S
Source: OMol25
Level of theory: ωB97M-V/def2-TZVPD

Properties
* highest occupied orbital energy: -3.10 eV
* SMILES string: O=C=NC(=O)O[N-]CS
* charge: -1

Last column: natural (NBO) charge in e.
Atoms and positions in Å:
C -2.003 0.735 -0.129  0.917
C -1.090 -1.322 0.852  0.894
C 1.616 0.615 0.081  -0.244
N -2.096 -0.387 0.313  -0.663
N 0.364 0.538 0.732  -0.472
O -2.330 1.729 -0.640  -0.535
O -1.409 -2.410 1.232  -0.610
O 0.205 -0.824 1.015  -0.405
S 1.410 0.699 -1.913  -0.358
H 2.223 -0.241 0.116  0.181
H 2.242 1.518 0.258  0.176
H 0.869 -0.650 -1.916  0.120

=====

Entry two
Formula: C3H3N2O3S
Source: OMol25
Level of theory: ωB97M-V/def2-TZVPD

Properties
* highest occupied orbital energy: -4.13 eV
* charge: -1

Last column: natural (NBO) charge in e.
Atoms and positions in Å:
C -0.207 0.939 -0.313  -0.110
C -1.232 0.124 -0.354  0.010
C 0.450 -0.997 0.369  0.644
N 0.874 0.226 0.142  -0.559
N 1.448 -2.146 1.159  -0.800
O -0.152 -0.973 2.915  -1.036
O 0.950 -3.128 3.533  -1.024
O -0.838 -1.127 0.052  -0.440
S 0.117 -2.420 2.546  1.571
H -0.210 2.114 -0.540  0.201
H -2.267 0.279 -0.876  0.194
H 2.042 -1.475 1.585  0.347

=====

Order from most stable to least stable according to the calculation: entry one, entry two

=====

Entry one
Formula: C52H51CrN7O3SSi2Te
Source: OMol25
Level of theory: ωB97M-V/def2-TZVPD

Properties
* highest occupied orbital energy (spin up / spin down): -5.37 / -5.42 eV
* spin multiplicity: 4
* charge: -1

Last column: Mulliken spin population.
Atoms and positions in Å:
Cr 13.618 11.787 15.108  3.206
C 11.253 14.624 15.789  -0.007
C 10.757 13.236 15.928  0.025
C 9.441 12.946 16.279  0.002
C 9.065 11.594 16.425  0.003
C 9.938 10.570 16.192  -0.003
C 11.249 10.924 15.742  -0.035
N 11.586 12.241 15.718  -0.067
N 12.243 10.112 15.379  -0.009
Si 12.097 8.594 14.623  0.001
C 11.682 7.206 15.815  0.000
C 10.680 8.705 13.362  0.005
C 13.612 8.038 13.678  0.012
H 10.443 15.309 16.096  -0.001
H 11.541 14.823 14.722  0.008
H 12.160 14.776 16.378  0.002
H 8.661 13.693 16.339  0.000
H 8.089 11.411 16.837  0.000
H 9.693 9.557 16.474  0.000
H 10.765 7.481 16.381  0.000
H 12.528 6.959 16.432  0.000
H 11.476 6.252 15.276  0.000
H 9.719 8.614 13.838  0.000
H 10.733 7.879 12.661  0.000
H 10.766 9.637 12.810  -0.002
H 14.426 7.658 14.313  0.006
H 14.001 8.861 13.100  0.001
H 13.363 7.191 13.055  -0.001
N 21.077 8.079 13.768  0.000
C 20.272 9.233 14.066  0.000
C 20.070 9.615 15.379  0.000
C 19.111 10.576 15.724  0.001
C 18.438 11.201 14.710  0.002
C 18.684 10.940 13.377  -0.002
C 19.635 9.959 13.036  0.000
S 16.928 12.054 15.006  -0.001
O 16.820 13.076 13.993  -0.001
O 17.077 12.501 16.373  0.003
N 15.648 11.069 14.835  -0.020
C 15.818 9.776 15.290  -0.013
N 16.558 8.912 14.513  -0.001
C 16.760 7.699 15.011  0.001
C 16.203 7.310 16.230  0.002
C 15.465 8.241 16.934  -0.002
N 15.334 9.477 16.514  -0.012
H 21.240 7.454 14.559  0.000
H 20.849 7.612 12.909  0.000
H 20.519 9.198 16.235  0.000
H 18.944 10.844 16.730  0.000
H 18.002 11.392 12.634  0.001
H 19.697 9.609 12.025  0.000
H 17.314 7.013 14.383  0.000
H 16.326 6.300 16.584  0.000
H 15.063 8.045 17.900  0.000
C 12.961 10.101 18.737  -0.001
Te 14.059 11.722 17.852  -0.066
C 12.435 12.897 18.652  -0.005
C 11.385 11.994 19.224  0.006
C 10.187 12.465 19.709  -0.002
C 9.433 11.708 20.606  0.001
C 9.812 10.411 20.875  0.000
C 10.933 9.864 20.200  -0.002
C 11.707 10.621 19.384  0.002
H 13.621 9.711 19.550  -0.001
H 12.759 9.399 17.918  0.002
H 12.062 13.667 17.914  -0.002
H 12.733 13.480 19.519  0.002
H 9.936 13.520 19.514  0.000
H 8.558 12.139 21.040  0.000
H 9.165 9.831 21.517  0.000
H 11.191 8.827 20.429  0.000
O 13.392 11.902 13.185  -0.079
Si 12.899 12.346 11.723  0.036
C 12.015 11.071 10.679  0.000
C 10.782 11.293 10.105  -0.002
C 10.145 10.381 9.282  0.000
C 10.746 9.168 9.045  0.000
C 12.007 8.893 9.604  0.001
C 12.637 9.832 10.361  0.001
C 11.838 13.948 11.555  0.007
C 10.665 14.111 12.306  -0.002
C 9.927 15.265 12.174  0.000
C 10.331 16.270 11.353  0.001
C 11.539 16.163 10.673  -0.001
C 12.288 15.009 10.792  0.001
C 14.458 12.675 10.712  0.000
C 15.681 12.836 11.288  -0.001
C 16.829 13.043 10.512  0.001
C 16.736 13.161 9.124  0.000
C 15.495 12.930 8.524  0.000
C 14.395 12.698 9.327  0.000
H 10.286 12.238 10.371  0.001
H 9.164 10.582 8.853  0.000
H 10.362 8.365 8.404  0.000
H 12.525 8.010 9.331  0.000
H 13.672 9.767 10.657  -0.001
H 10.342 13.312 12.942  -0.001
H 8.943 15.333 12.674  0.000
H 9.746 17.158 11.267  0.000
H 11.940 16.929 10.048  0.000
H 13.218 14.931 10.324  0.000
H 15.716 12.804 12.344  0.026
H 17.784 13.144 10.970  0.000
H 17.587 13.425 8.516  0.000
H 15.335 13.004 7.448  0.000
H 13.432 12.622 8.884  0.000
N 15.093 19.226 15.210  0.007
C 14.996 18.078 15.253  -0.004
C 14.800 16.659 15.280  0.015
C 14.897 15.922 16.474  -0.010
C 14.666 14.584 16.444  0.028
C 14.304 13.800 15.336  -0.056
C 14.191 14.624 14.214  0.020
C 14.424 15.985 14.146  -0.007
H 15.176 16.414 17.414  0.000
H 14.907 14.137 17.398  0.001
H 13.928 14.248 13.246  -0.019
H 14.331 16.617 13.287  -0.001

=====

Entry two
Formula: C52H51CrN7O3SSi2Te
Source: OMol25
Level of theory: ωB97M-V/def2-TZVPD

Properties
* highest occupied orbital energy (spin up / spin down): -5.12 / -5.17 eV
* spin multiplicity: 4
* charge: -1

Last column: Mulliken spin population.
Atoms and positions in Å:
Cr 13.380 16.209 14.094  3.266
C 12.319 13.830 11.381  0.011
C 11.364 14.155 12.556  0.008
C 10.173 13.472 12.798  0.002
C 9.287 14.078 13.707  0.004
C 9.651 15.085 14.541  -0.002
C 10.981 15.566 14.386  -0.058
N 11.787 15.128 13.387  -0.079
N 11.573 16.440 15.229  0.007
Si 11.032 16.779 16.823  0.017
C 12.417 17.562 17.816  0.006
C 10.557 15.165 17.772  0.001
C 9.549 17.933 16.880  0.001
H 13.293 14.156 11.768  0.003
H 11.973 14.336 10.446  0.001
H 12.212 12.743 11.183  0.001
H 9.902 12.575 12.251  0.000
H 8.244 13.736 13.818  -0.001
H 9.079 15.443 15.353  -0.001
H 13.262 16.872 18.026  -0.001
H 11.922 17.673 18.836  0.000
H 12.830 18.514 17.498  -0.001
H 10.876 14.242 17.270  -0.001
H 9.513 15.120 18.036  0.000
H 11.173 15.209 18.684  0.000
H 9.454 18.357 17.885  0.000
H 8.647 17.471 16.602  0.000
H 9.802 18.693 16.215  -0.001
N 18.062 8.593 17.961  0.000
C 17.241 9.511 17.345  0.000
C 16.488 10.439 18.059  0.000
C 15.718 11.426 17.482  0.000
C 15.666 11.465 16.095  0.000
C 16.355 10.465 15.346  0.000
C 17.173 9.549 15.948  0.000
S 13.501 13.143 15.650  0.007
O 13.153 12.978 17.049  -0.001
O 14.998 12.468 15.337  -0.003
N 13.921 14.674 15.373  -0.021
C 14.775 15.421 16.119  -0.011
N 15.477 15.016 17.179  -0.003
C 16.302 15.955 17.677  0.006
C 16.433 17.263 17.170  0.002
C 15.634 17.598 16.112  0.014
N 14.872 16.676 15.577  -0.042
H 18.033 8.556 18.984  0.000
H 19.003 8.509 17.557  0.000
H 16.595 10.389 19.145  0.000
H 15.159 12.070 18.147  0.000
H 16.316 10.516 14.225  0.000
H 17.700 8.848 15.374  0.000
H 16.842 15.702 18.549  0.000
H 17.095 17.952 17.684  0.000
H 15.557 18.565 15.712  -0.001
C 15.263 11.305 9.701  0.000
Te 14.425 10.118 11.252  0.000
C 14.506 8.559 9.723  0.000
C 15.391 9.071 8.658  0.000
C 15.769 8.303 7.568  0.000
C 16.720 8.804 6.705  0.000
C 17.144 10.111 6.731  0.000
C 16.562 10.952 7.661  0.000
C 15.787 10.424 8.673  0.001
H 16.019 11.969 10.164  0.000
H 14.572 12.073 9.301  0.000
H 13.464 8.291 9.395  0.000
H 14.948 7.624 10.042  0.000
H 15.436 7.265 7.483  0.000
H 17.076 8.107 5.977  0.000
H 17.935 10.497 6.066  0.000
H 16.876 12.033 7.604  0.000
O 12.972 17.841 13.243  -0.044
Si 11.835 18.921 12.912  0.021
C 11.831 20.344 14.064  0.014
C 11.179 21.620 13.842  0.000
C 10.892 22.484 14.866  0.000
C 11.291 22.200 16.180  0.000
C 11.955 21.015 16.499  0.001
C 12.166 20.145 15.424  -0.006
C 12.175 19.705 11.237  0.000
C 13.461 19.631 10.728  0.000
C 13.862 20.101 9.446  0.001
C 12.931 20.776 8.713  0.000
C 11.649 20.992 9.229  0.000
C 11.316 20.464 10.440  0.000
C 10.094 18.109 12.763  0.012
C 9.874 17.162 11.725  0.001
C 8.636 16.682 11.526  0.000
C 7.552 17.144 12.195  0.001
C 7.699 18.059 13.210  -0.001
C 8.999 18.457 13.512  -0.001
H 10.841 21.832 12.846  0.000
H 10.382 23.360 14.501  0.000
H 11.042 22.965 16.928  0.000
H 12.183 20.766 17.558  0.000
H 12.585 19.122 15.647  0.009
H 14.175 19.077 11.338  0.002
H 14.866 19.913 9.079  0.000
H 13.102 21.118 7.734  0.000
H 10.915 21.574 8.660  0.000
H 10.285 20.644 10.724  0.000
H 10.733 16.859 11.090  -0.002
H 8.466 15.972 10.706  0.000
H 6.535 16.907 11.791  0.000
H 6.911 18.539 13.721  0.000
H 9.057 19.252 14.327  0.001
N 18.835 15.583 8.957  0.007
C 17.920 15.578 9.678  -0.002
C 16.869 15.575 10.661  0.013
C 15.759 16.335 10.498  -0.016
C 14.849 16.461 11.562  -0.028
C 14.948 15.776 12.758  -0.073
C 16.139 15.032 12.877  -0.016
C 17.063 14.891 11.872  -0.020
H 15.641 16.950 9.634  0.000
H 13.897 17.065 11.319  -0.004
H 16.463 14.523 13.855  -0.002
H 17.947 14.244 11.961  0.000

=====

Order from most stable to least stable according to the calculation: entry one, entry two

=====

Entry one
Formula: C8H10O
Source: OMol25
Level of theory: ωB97M-V/def2-TZVPD

Properties
* highest occupied orbital energy: -8.91 eV
* SMILES string: CC1=C2C(=O)[C@@H]12.C=CC

Last column: Mulliken charge in e.
Atoms and positions in Å:
C 2.278 0.256 -0.997  -0.791
C 1.735 -0.281 0.650  -0.084
C 1.768 0.999 0.012  0.924
C 2.933 -0.701 0.100  0.489
C -2.289 0.188 -1.065  -0.464
C -2.412 -1.064 -0.661  -0.015
C 1.217 2.290 0.389  -0.985
C -1.639 -1.740 0.432  -0.512
O 4.000 -1.239 0.262  -0.556
H 0.834 -0.807 1.041  0.373
H -2.893 0.444 -1.971  0.251
H -1.432 0.943 -0.740  0.031
H -3.236 -1.672 -1.059  0.274
H 0.798 2.590 -0.627  0.315
H 2.006 3.061 0.659  0.327
H 0.449 2.305 1.266  0.266
H -0.642 -1.116 0.621  -0.432
H -1.286 -2.796 0.288  0.318
H -2.190 -1.660 1.401  0.271

=====

Entry two
Formula: C8H10O
Source: OMol25
Level of theory: ωB97M-V/def2-TZVPD

Properties
* highest occupied orbital energy: -8.73 eV
* SMILES string: C#CC(=C)C(=C)O.C=C

Last column: natural (NBO) charge in e.
Atoms and positions in Å:
C -1.027 0.093 2.047  -0.394
C -0.145 -0.906 2.065  -0.385
C -0.687 0.272 -1.070  0.321
C 0.617 -0.380 -0.787  -0.162
C -0.856 1.596 -1.128  -0.508
C 0.834 -1.667 -1.116  -0.293
O -1.680 -0.613 -1.384  -0.683
C 1.717 0.491 -0.544  -0.027
C 2.666 1.179 -0.281  -0.206
H -2.500 -0.131 -1.530  0.485
H -0.719 1.114 1.906  0.196
H -2.084 -0.084 2.173  0.191
H 0.925 -0.730 2.051  0.197
H -0.460 -1.923 2.224  0.192
H -0.053 2.268 -0.886  0.225
H -1.822 2.035 -1.327  0.197
H 1.774 -2.147 -0.904  0.205
H 0.046 -2.279 -1.519  0.217
H 3.454 1.810 0.009  0.233

=====

Order from most stable to least stable according to the calculation: entry two, entry one